{
  "formula": "C4H9NO",
  "method": "ωB97M-V with the def2-TZVPD basis set",
  "symbols": ["C", "C", "C", "C", "O", "N", "H", "H", "H", "H", "H", "H", "H", "H", "H"],
  "xyz": [[-0.233, 1.720, 0.330], [0.372, 0.241, 0.317], [0.331, -1.347, 1.444], [-0.007, -0.590, -0.856], [0.117, -1.802, -0.772], [-0.613, -0.097, -1.972], [-1.300, 1.769, 0.080], [0.258, 2.410, -0.401], [-0.100, 2.226, 1.292], [1.449, 0.356, 0.404], [0.735, -2.363, 1.173], [0.948, -0.974, 2.235], [-0.713, -1.522, 1.695], [-0.411, 0.811, -2.349], [-0.833, -0.840, -2.621]],
  "atomic_forces_ev_per_a": [[-0.081, -0.675, 0.411], [0.256, -1.320, 0.479], [-0.130, 1.614, 0.564], [0.071, -0.793, -0.453], [-0.257, -0.244, -1.608], [-0.078, 0.208, -0.185], [0.182, -0.325, 0.189], [0.044, -0.946, 0.321], [-0.007, -0.299, -0.002], [0.153, -0.081, -0.464], [-0.090, 1.794, -0.542], [-0.185, 0.236, 1.016], [0.100, 0.391, 0.273], [-0.068, 0.154, 0.123], [0.089, 0.287, -0.121]],
  "energy_ha": -287.72202,
  "homo_lumo_gap_ha": 0.3627,
  "lumo_ev": 0.850,
  "fmax_ev_per_a": 1.88
}


{
  "formula": "C4H9NO",
  "method": "ωB97M-V with the def2-TZVPD basis set",
  "symbols": ["C", "C", "C", "C", "N", "H", "H", "H", "H", "H", "H", "H", "H", "H", "O"],
  "xyz": [[-0.184, 1.215, -2.310], [-0.016, 0.586, -0.954], [-0.594, 1.094, 0.159], [0.502, -1.457, -0.143], [0.884, -0.488, -0.861], [-0.767, 0.502, -2.909], [-0.775, 2.126, -2.252], [0.707, 1.382, -2.914], [-0.106, 0.942, 1.114], [-1.504, 1.663, 0.036], [1.104, -2.352, -0.044], [-0.487, -1.519, 0.309], [1.034, -1.669, 3.782], [-0.356, -1.163, 3.465], [0.558, -0.863, 3.522]],
  "atomic_forces_ev_per_a": [[-1.323, -1.067, -0.550], [0.237, 0.980, 0.817], [0.393, -0.419, -0.948], [-0.154, -0.381, -0.339], [0.389, 0.039, -0.047], [-0.022, 0.138, -0.199], [0.155, 0.043, 0.074], [0.322, 0.003, 0.612], [-0.636, -0.465, 0.203], [0.379, 0.756, 0.272], [0.418, 0.104, 0.070], [-0.147, 0.263, 0.061], [-0.067, 0.437, -0.103], [0.006, 0.168, -0.022], [0.050, -0.599, 0.098]],
  "energy_ha": -287.73803,
  "smiles": "C=NC(=C)C.O",
  "homo_lumo_gap_ha": 0.3440,
  "lumo_ev": 0.728,
  "fmax_ev_per_a": 1.79
}


{
  "formula": "C4H9NO",
  "method": "ωB97M-V with the def2-TZVPD basis set",
  "symbols": ["C", "N", "C", "C", "O", "C", "H", "H", "H", "H", "H", "H", "H", "H", "H"],
  "xyz": [[1.782, 0.653, -0.459], [0.557, 0.176, 0.142], [-0.680, 0.780, -0.043], [-1.359, -0.512, 0.430], [-1.764, -0.568, 1.779], [0.025, -1.118, 0.047], [1.936, 1.701, -0.180], [2.631, 0.055, -0.115], [1.702, 0.586, -1.556], [-0.824, 0.275, -1.515], [-0.892, 1.818, 0.185], [-2.214, -0.842, -0.166], [-1.063, -0.145, 2.300], [0.532, -1.981, 0.476], [-0.396, -0.894, -1.479]],
  "atomic_forces_ev_per_a": [[-0.078, -0.067, 0.125], [0.312, 0.231, 0.943], [-0.024, -1.061, -2.294], [-0.260, -0.150, 0.064], [0.537, 0.213, 0.131], [-0.781, 1.049, -1.973], [0.008, -0.219, -0.041], [-0.159, 0.120, -0.073], [-0.055, -0.063, 0.112], [0.051, 0.848, 1.673], [-0.018, -0.053, -0.151], [0.271, 0.015, 0.208], [-0.269, -0.207, -0.036], [-0.147, 0.035, -0.435], [0.612, -0.690, 1.748]],
  "energy_ha": -287.62726,
  "homo_lumo_gap_ha": 0.3598,
  "lumo_ev": 0.905,
  "fmax_ev_per_a": 2.53
}